1.
Molecular formula: C3H6O
Method: DFT, ωB97M-V/def2-TZVPD

As for the SMILES: OC1CC1. The gap between HOMO and LUMO comes out at 10.498 eV. The LUMO energy comes out at 0.036 Ha. For the energy above the lowest of the compared OMol25 structures with the same formula, charge and spin, the calculation gives 28.7 kcal/mol. The charge is 0.

Cartesian coordinates (Å):
1 H 0.448 -1.799 0.463
2 H 1.043 1.253 0.732
3 H -0.244 -0.633 1.688
4 H -1.839 1.044 -1.104
5 O -1.521 0.835 -0.220
6 C 0.949 0.373 0.102
7 H 1.814 0.166 -0.521
8 C 0.157 -0.778 0.689
9 H -0.402 -0.482 -1.397
10 C -0.404 0.021 -0.431



2.
Molecular formula: CH39O19
Method: DFT, ωB97M-V/def2-TZVPD

The gap between HOMO and LUMO comes out at 8.090 eV. The LUMO energy comes out at 0.078 Ha. For the energy above the lowest of the compared OMol25 structures with the same formula, charge and spin, the calculation gives 0.0 kcal/mol. The charge is -1.

Cartesian coordinates (Å):
1 O -20.705 -12.533 20.787
2 H -24.743 -14.739 19.135
3 O -21.221 -16.089 16.237
4 H -20.695 -12.461 19.823
5 H -22.298 -14.333 13.632
6 H -20.430 -10.518 15.141
7 O -22.161 -10.002 19.065
8 H -24.781 -12.730 19.939
9 H -26.074 -13.139 16.375
10 H -24.322 -14.332 16.372
11 H -25.052 -13.068 18.492
12 H -19.985 -10.708 17.507
13 H -21.426 -9.770 19.644
14 O -19.846 -11.125 14.657
15 H -18.615 -12.378 18.958
16 H -18.937 -14.237 17.753
17 O -19.385 -14.360 14.434
18 O -23.521 -11.378 14.735
19 H -24.997 -9.991 17.354
20 H -22.662 -12.192 20.334
21 O -17.945 -11.727 19.192
22 H -17.171 -11.826 18.669
23 H -20.394 -11.693 21.082
24 H -19.813 -13.251 17.151
25 H -22.198 -15.719 18.973
26 H -20.338 -14.054 14.383
27 O -22.103 -13.880 14.489
28 H -22.469 -14.415 15.227
29 H -20.761 -15.480 15.698
30 H -20.876 -14.962 19.219
31 H -21.614 -13.785 17.380
32 H -19.223 -9.116 20.361
33 H -19.092 -10.638 19.869
34 H -23.610 -10.187 17.812
35 O -19.390 -10.023 17.151
36 O -21.233 -15.874 19.015
37 H -23.029 -10.887 15.428
38 H -19.631 -9.168 17.519
39 H -21.338 -12.278 16.457
40 H -21.251 -15.639 17.114
41 O -25.217 -12.805 16.663
42 O -18.948 -13.716 16.987
43 O -25.486 -12.889 19.323
44 H -24.795 -12.269 16.021
45 H -21.747 -10.819 18.709
46 H -18.910 -14.124 15.202
47 O -20.813 -12.177 18.273
48 O -24.078 -9.811 17.104
49 O -23.399 -12.133 20.961
50 H -23.039 -12.208 14.596
51 O -19.531 -9.985 20.387
52 H -24.039 -15.244 17.949
53 O -24.169 -15.265 16.303
54 H -23.301 -12.874 21.643
55 H -22.541 -12.219 17.479
56 H -19.191 -11.310 15.350
57 O -23.868 -15.091 18.885
58 C -21.619 -12.686 17.439
59 H -24.837 -15.758 15.840



3.
Molecular formula: C4H12N2O
Method: DFT, ωB97M-V/def2-TZVPD

As for the SMILES: NCCNCCO. The gap between HOMO and LUMO comes out at 9.349 eV. The LUMO energy comes out at 0.037 Ha. For the energy above the lowest of the compared OMol25 structures with the same formula, charge and spin, the calculation gives 43.8 kcal/mol. The charge is 0.

Cartesian coordinates (Å):
1 H 1.355 0.287 -0.701
2 H -0.371 2.362 -1.937
3 H 0.147 1.188 1.687
4 H 0.225 -1.407 -1.974
5 N 1.009 -0.564 -0.280
6 C -0.173 -0.832 -1.156
7 H 1.764 -0.978 1.620
8 H -1.147 0.039 1.528
9 C 0.816 -0.816 1.124
10 C -0.905 0.453 -1.492
11 H 0.687 -0.188 3.651
12 O -0.184 -0.134 3.242
13 H -1.442 0.789 -0.620
14 N 0.092 1.464 -1.935
15 C -0.109 0.136 1.848
16 H -0.848 -1.480 -0.598
17 H 0.315 1.215 -2.892
18 H -1.610 0.281 -2.314
19 H 0.377 -1.815 1.199



4.
Molecular formula: C27H51BF3N4O8S
Method: DFT, ωB97M-V/def2-TZVPD

The gap between HOMO and LUMO comes out at 8.816 eV. The LUMO energy comes out at -0.121 Ha. The charge is +1.

Cartesian coordinates (Å):
1 F 4.080 6.577 0.013
2 H -6.510 -0.123 1.038
3 C 3.269 5.484 0.190
4 C -0.131 -3.381 1.834
5 F 2.464 5.402 -0.931
6 H -0.073 -3.586 2.941
7 C -0.833 -1.914 -5.568
8 C 3.611 -2.578 0.681
9 H 3.033 3.057 -1.938
10 H 3.401 -2.922 -0.372
11 C 3.170 0.426 -0.770
12 H -0.248 -2.271 1.687
13 O -1.051 -0.008 3.964
14 H -3.746 -3.813 -4.316
15 H 5.215 1.429 0.776
16 H -5.862 2.629 -1.616
17 C 4.192 1.182 1.220
18 H 4.890 0.186 -1.776
19 C -4.303 -0.033 1.150
20 H -5.677 2.413 1.540
21 S 4.287 3.952 0.506
22 C 3.239 2.897 2.725
23 H 1.728 -1.625 1.309
24 C 3.273 2.514 1.204
25 H 2.861 -0.530 -1.308
26 H 4.316 -3.334 1.157
27 H -4.125 0.673 2.020
28 H 1.664 -4.754 1.654
29 C -2.933 -2.172 1.829
30 H 0.179 -1.529 -5.677
31 H -2.434 -2.967 -0.242
32 N -2.497 -2.242 -3.803
33 O -0.520 -1.345 -3.258
34 H 4.434 0.865 2.285
35 H 0.487 -1.255 -1.598
36 H 1.841 0.549 2.661
37 H -3.483 0.080 0.382
38 H -4.992 -2.199 0.925
39 C 1.953 1.452 -0.680
40 H -3.165 -2.875 -5.708
41 C 2.299 -2.564 1.557
42 H 1.443 2.162 -3.934
43 H 1.222 3.113 -1.924
44 H -4.207 2.406 -0.838
45 C 1.298 -3.769 1.223
46 H 0.295 -0.051 1.799
47 H -3.481 -4.047 0.767
48 C -3.504 -2.813 -4.677
49 H -0.250 2.292 0.971
50 H -4.892 -1.494 2.666
51 O 5.206 4.369 1.585
52 C -5.271 2.752 -0.667
53 C -1.335 -4.222 1.231
54 C 2.914 3.144 3.866
55 H -1.712 -4.951 2.021
56 C -4.402 -1.557 1.643
57 F 2.461 5.739 1.296
58 H -0.691 0.781 -2.520
59 H 1.143 -3.873 0.104
60 C -5.674 0.397 0.470
61 H -2.714 -2.140 -2.821
62 C 0.785 0.806 2.362
63 C 0.761 2.136 1.478
64 H 5.143 -1.264 -0.221
65 H -5.703 0.118 -0.625
66 H -0.948 -4.825 0.348
67 C 2.118 2.406 -1.973
68 H 2.494 -2.551 2.677
69 C 4.394 -1.200 0.628
70 H -2.761 -2.521 2.887
71 C -2.601 -3.342 0.819
72 H 0.674 2.972 2.252
73 C -1.259 -1.808 -4.129
74 C -0.106 0.999 3.668
75 C -5.971 1.963 0.540
76 H -5.210 3.840 -0.350
77 O -0.038 1.969 4.384
78 O 4.277 0.912 -1.558
79 H -7.104 2.070 0.495
80 N 3.531 0.004 0.599
81 H -0.843 -2.958 -5.886
82 H -4.397 -2.189 -4.627
83 O 5.174 3.591 -0.600
84 O -0.477 1.229 -1.676
85 H 2.706 3.635 4.850
86 H -0.699 -0.615 4.645
87 N 1.929 2.310 0.558
88 B 0.632 0.583 -1.050
89 H 5.024 -1.137 1.575
90 O 0.412 -0.785 -0.728
91 H -2.218 -1.323 1.594
92 N 1.999 1.670 -3.234
93 H 1.719 3.253 0.157
94 H -1.498 -1.322 -6.200
95 H 2.909 1.385 -3.603



5.
Molecular formula: C2H3N2O2S
Method: DFT, ωB97M-V/def2-TZVPD

Its spin multiplicity is 3. The gap between HOMO and LUMO (spin up / spin down) comes out at 4.220 / 6.805 eV. The LUMO energy (spin up / spin down) comes out at 0.138 / 0.124 Ha. For the energy above the lowest of the compared OMol25 structures with the same formula, charge and spin, the calculation gives 18.2 kcal/mol. The expectation value of S² is 2.02. The charge is -1.

Cartesian coordinates (Å):
1 H -3.051 -0.047 1.050
2 N 1.231 0.126 -0.710
3 S -0.690 -0.664 2.124
4 C -1.069 -0.077 0.607
5 N 1.915 -0.112 0.380
6 O 3.120 -0.396 0.305
7 H -0.559 0.494 -1.689
8 O -2.392 0.178 0.262
9 H 1.593 0.025 -1.705
10 C -0.097 0.472 -0.625



6.
Molecular formula: C5H10N2O2
Method: DFT, ωB97M-V/def2-TZVPD

As for the SMILES: C=N[C@@](C)(N)CC(=O)O. The gap between HOMO and LUMO comes out at 9.009 eV. The LUMO energy comes out at 0.027 Ha. For the energy above the lowest of the compared OMol25 structures with the same formula, charge and spin, the calculation gives 44.6 kcal/mol. The charge is 0.

Cartesian coordinates (Å):
1 H -0.391 1.891 -0.630
2 H 2.782 0.114 0.311
3 H 0.276 -3.066 1.188
4 O -2.002 -0.491 -1.271
5 C -0.549 0.998 -0.020
6 O -2.906 1.010 0.123
7 H -0.700 -1.758 2.082
8 N 0.911 -0.116 -1.623
9 C 0.017 -1.999 1.276
10 H 0.109 -0.583 -2.035
11 N 0.513 -1.151 0.523
12 H 1.715 -0.720 -1.756
13 C 0.676 0.064 -0.186
14 H -0.645 1.313 1.019
15 H -3.717 0.688 -0.303
16 C -1.855 0.387 -0.458
17 C 1.910 0.760 0.415
18 H 1.760 0.974 1.472
19 H 2.097 1.686 -0.126